[1]
Molecular formula: C17H32Cl2O2P2W
Method: DFT, ωB97M-V/def2-TZVPD

XYZ file:
```
56
C17H32Cl2O2P2W | the Open Molecules 2025 dataset | ωB97M-V/def2-TZVPD
P -0.16838 -1.60900 -5.20678
P 0.14535 2.00724 -5.23766
C -0.41254 -0.43994 -6.73111
C 0.42163 0.83599 -6.75791
H -1.49113 -0.22054 -6.82322
H -0.13703 -1.08883 -7.57648
H 1.50188 0.59421 -6.81730
H 0.17720 1.41142 -7.66178
C -1.44144 2.72546 -5.70251
H -1.70474 3.45350 -4.92584
H -2.25912 1.99477 -5.80633
H -1.34626 3.27372 -6.65704
C 1.40459 3.25749 -5.64541
H 1.10644 3.87236 -6.50905
H 2.38195 2.79516 -5.85407
H 1.45720 3.89516 -4.75422
C -1.23122 -3.00233 -5.75105
H -1.22659 -3.76674 -4.95835
H -0.78823 -3.42265 -6.67464
H -2.25963 -2.65804 -5.96115
C 1.44772 -2.27999 -5.62410
H 2.22174 -1.50668 -5.71923
H 1.37304 -2.84190 -6.56153
H 1.75006 -2.98473 -4.83884
W 0.04948 -0.15972 -1.29964
C 0.29915 2.21023 -3.08965
C -0.95619 1.53702 -2.49504
C -1.68999 0.54522 -3.30086
C -1.92418 -0.90303 -2.73047
C -0.63935 -1.69559 -2.72828
C 0.72480 -1.28883 -3.26972
C 1.40757 0.06464 -3.54724
C 1.49587 1.27117 -2.56827
C -0.05322 -1.56102 0.38860
H 0.42580 3.28633 -2.79052
H -1.57922 2.09827 -1.77825
H -1.18305 0.35746 -4.28828
H -2.69047 0.93087 -3.59647
H -2.39165 -0.87775 -1.72224
H -2.66532 -1.42675 -3.36393
H -0.67190 -2.78018 -2.49768
H 1.45335 -2.09530 -3.12084
H 0.94645 0.52143 -4.52752
H 2.41319 -0.14675 -3.94142
H 1.55690 0.98820 -1.42270
H 2.51461 1.67746 -2.72360
H 0.89772 -1.45424 0.94250
H -0.17465 -2.59184 0.00770
H -0.90603 -1.28135 1.03516
Cl 0.20791 1.03395 3.34159
C -0.50866 2.26349 2.24641
Cl 0.42245 3.75501 1.99535
C -0.68958 1.53620 0.89571
O -1.85698 1.29060 0.56456
O 0.38650 1.22182 0.24882
H -1.46731 2.57016 2.66374
```

Output
HOMO-LUMO gap (spin up / spin down) (hartree): 0.232 / 0.225
E_LUMO (spin up / spin down) (eV): -7.87 / -8.26
Energy relative to the best compared isomer or geometry (same formula, charge and spin) (kcal per mole): 79.9
Total charge: +2
Spin multiplicity: 3

Results of the Mulliken charge analysis, in e, for atoms 1 through 4: 0.87 0.93 -1.06 -0.85



[2]
Molecular formula: C14H20ClNO2
Method: DFT, ωB97M-V/def2-TZVPD

XYZ file:
```
38
C14H20ClNO2 | the Open Molecules 2025 dataset | ωB97M-V/def2-TZVPD
C -2.59857 -2.01275 0.69626
H -1.91841 -1.47511 1.35074
H -2.18254 -2.99671 0.48867
H -3.54430 -2.13719 1.21507
C -2.78813 -1.24328 -0.60978
N -3.37176 0.07408 -0.38649
C -2.54116 1.16806 -0.84389
H -2.09826 0.97467 -1.83615
C -1.40612 1.50774 0.13356
C -1.90577 1.64476 1.56611
H -2.43608 0.74349 1.85735
H -2.58464 2.48984 1.63146
H -1.06696 1.81459 2.23677
H -0.94179 2.45235 -0.18206
O -0.39721 0.49190 0.04474
C 0.86220 0.86608 0.29111
O 1.18352 1.98853 0.58845
C 1.80001 -0.28410 0.15161
C 1.33268 -1.58235 0.35175
C 2.18307 -2.66608 0.25971
C 3.52190 -2.46834 -0.04102
C 4.00391 -1.19018 -0.25194
C 3.15074 -0.09922 -0.15346
Cl 3.79210 1.46843 -0.44844
H 5.04184 -1.02470 -0.49324
H 4.19300 -3.31082 -0.11349
H 1.80442 -3.66344 0.42307
H 0.29042 -1.72483 0.58665
H -3.15830 2.06561 -0.92316
C -4.75341 0.17612 -0.81996
C -5.68489 -0.67782 0.03339
H -5.54627 -0.43728 1.08387
H -5.49676 -1.73761 -0.11291
H -6.71775 -0.47424 -0.23934
H -5.05956 1.22019 -0.71712
H -4.87211 -0.10612 -1.88266
H -3.42452 -1.82946 -1.28605
H -1.81249 -1.13343 -1.09161
```

Output
HOMO-LUMO gap (hartree): 0.334
E_LUMO (eV): 0.54
Energy relative to the best compared isomer or geometry (same formula, charge and spin) (kcal per mole): 0.0

Results of the Mulliken charge analysis, in e, for atoms 1 through 4: -1.31 0.20 0.38 0.42



[3]
Molecular formula: C7H8NS
Method: DFT, ωB97M-V/def2-TZVPD

XYZ file:
```
17
C7H8NS | the Open Molecules 2025 dataset | ωB97M-V/def2-TZVPD
C 1.45977 0.69261 -0.59929
C -0.42019 0.46357 0.68542
C -1.18300 -1.73777 -0.16744
C -2.29633 -2.48184 -0.07559
C -2.50018 -0.39938 1.11779
C 2.52666 1.23059 0.23429
C 1.86321 2.06753 -0.85237
N -1.28406 -0.52993 0.51089
S -3.54242 -1.67608 0.82840
H -0.26604 -1.98815 -0.66777
H -2.47366 -3.45317 -0.49413
H -2.73860 0.48206 1.68706
H 3.52096 0.81740 0.11191
H 1.41574 -0.15486 -1.25224
H 2.30616 1.52175 1.24792
H 2.35778 2.25452 -1.79763
H 1.25421 2.89117 -0.51722
```

Output
HOMO-LUMO gap (spin up / spin down) (hartree): 0.281 / 0.324
E_LUMO (spin up / spin down) (eV): -4.25 / -5.66
Energy relative to the best compared isomer or geometry (same formula, charge and spin) (kcal per mole): 45.7
Total charge: +1
Spin multiplicity: 3

Results of the Mulliken charge analysis, in e, for atoms 1 through 4: 0.07 -0.13 -0.26 -0.30



[4]
Molecular formula: C30H33ClN6O2W
Method: DFT, ωB97M-V/def2-TZVPD

XYZ file:
```
73
C30H33ClN6O2W | the Open Molecules 2025 dataset | ωB97M-V/def2-TZVPD
W -0.44362 -0.55084 -0.63198
C 2.96283 1.88944 -1.97912
C 2.03005 0.81495 -1.53487
N 0.72347 0.81283 -1.77905
C 0.16936 1.78524 -2.72685
C -1.27518 2.07387 -2.36519
N -1.93131 0.83526 -1.85662
C -2.77542 0.16984 -2.87661
C -1.87238 -0.53181 -3.85938
N -0.97805 -1.39893 -3.07495
C -1.36028 -2.82957 -3.05388
C -1.62137 -3.19934 -1.60455
N -0.51107 -2.58838 -0.87823
C 0.54520 -3.32389 -0.53021
C 0.55595 -4.81544 -0.47614
C 1.66698 -2.50681 -0.31612
C 2.95200 -2.82676 0.21252
C 3.83710 -1.83584 0.45911
C 3.51783 -0.48033 0.06789
C 2.45070 -0.32741 -0.83411
N 1.41032 -1.22834 -0.69823
H 2.99298 1.94901 -3.06868
H 3.97546 1.68626 -1.64101
H 2.65685 2.86645 -1.60135
H 0.26460 1.38850 -3.74084
H 0.73937 2.71454 -2.71044
H -1.83024 2.47097 -3.21620
H -1.32001 2.81366 -1.57211
H -2.54534 1.12163 -1.10041
H -3.43350 0.89873 -3.35347
H -3.41276 -0.56119 -2.37434
H -1.28630 0.18818 -4.42721
H -2.45157 -1.09722 -4.59012
H -0.02323 -1.30671 -3.39662
H -0.54608 -3.43289 -3.45613
H -2.23735 -3.00472 -3.67595
H -1.66328 -4.27425 -1.43516
H -2.57055 -2.78737 -1.26514
H -0.30205 -5.19929 0.07578
H 1.45489 -5.17070 0.02058
H 0.54431 -5.25096 -1.47709
H 3.19662 -3.85450 0.43947
H 4.79260 -2.04011 0.91833
H 4.35296 0.20183 -0.02160
Cl -3.08844 -0.80116 0.31965
C -2.68211 -0.32076 1.98780
C -3.58165 0.37826 2.75499
C -3.14143 0.78817 4.00986
C -1.85200 0.49481 4.42964
C -0.98468 -0.22545 3.61716
C -1.39519 -0.66442 2.36205
C -0.58534 -1.47902 1.41320
H -4.57533 0.60920 2.39883
H -3.81361 1.33938 4.65212
H -1.52288 0.82240 5.40626
H 0.01102 -0.47307 3.96500
H -1.07070 -2.44738 1.30858
H 0.41921 -1.65069 1.79714
O 2.88236 0.35982 1.62874
C 1.79387 0.95980 1.60823
N 0.65004 0.69174 0.91452
C -0.20489 1.75749 1.08466
O -1.24657 1.74320 0.43267
C 0.37378 2.76391 1.98914
C -0.07828 3.97742 2.46031
C 0.76837 4.65463 3.34279
C 1.99925 4.13032 3.71439
C 2.45419 2.90205 3.21888
C 1.60484 2.24089 2.36389
H -1.03417 4.39443 2.17639
H 0.45658 5.60880 3.74476
H 2.62444 4.68367 4.40182
H 3.41782 2.50398 3.50279
```

Output
HOMO-LUMO gap (spin up / spin down) (hartree): 0.246 / 0.246
E_LUMO (spin up / spin down) (eV): -6.44 / -6.43
Energy relative to the best compared isomer or geometry (same formula, charge and spin) (kcal per mole): 72.2
Total charge: +2

Results of the Mulliken charge analysis, in e, for atoms 1 through 4: 1.08 -1.95 1.20 0.01



[5]
Molecular formula: C24H21BiClO2P
Method: DFT, ωB97M-V/def2-TZVPD

XYZ file:
```
50
C24H21BiClO2P | the Open Molecules 2025 dataset | ωB97M-V/def2-TZVPD
C -1.02436 -1.70011 3.77173
C -0.89028 -2.43794 2.58194
C 0.48657 -2.63054 2.31488
H -1.70671 -2.81876 1.97122
C 1.23807 -2.02671 3.34679
C 0.29958 -1.43127 4.28886
H 0.52936 -1.09407 5.29857
H -1.96126 -1.42359 4.25558
H 0.89292 -3.17751 1.45744
H 2.32351 -2.08206 3.47943
Bi 0.71738 0.84298 3.13383
Cl 3.18266 1.44195 3.17351
P 0.12024 0.22448 -0.47247
C 1.36253 -0.87105 -1.20229
C 1.09646 -1.69272 -2.31013
H 0.09528 -1.71581 -2.74202
C 2.11879 -2.48435 -2.84591
H 1.91014 -3.10146 -3.72031
C 3.39285 -2.48955 -2.26596
H 4.18629 -3.09906 -2.70615
C 3.63959 -1.71608 -1.12268
H 4.62664 -1.74372 -0.66411
C 2.63257 -0.92395 -0.57803
H 2.81406 -0.34639 0.33639
C -1.51260 -0.28547 -1.06885
C -1.91945 -1.62859 -0.89536
H -1.22958 -2.36023 -0.46448
C -3.21111 -2.01437 -1.26024
H -3.51598 -3.05420 -1.13697
C -4.11591 -1.07305 -1.76720
H -5.11963 -1.38365 -2.06993
C -3.73632 0.27115 -1.86738
H -4.45073 1.01418 -2.22642
C -2.45670 0.67445 -1.48898
H -2.18176 1.73310 -1.50665
C 0.45039 1.88464 -1.10596
C 1.05099 2.08693 -2.35605
H 1.34203 1.22821 -2.95921
C 1.27024 3.38750 -2.81691
H 1.70579 3.53956 -3.80264
C 0.94661 4.49074 -2.01306
H 1.13595 5.50189 -2.38315
C 0.39114 4.28648 -0.74159
H 0.16351 5.15377 -0.11562
C 0.13613 2.99459 -0.28884
H -0.29922 2.81946 0.70326
O -0.69568 2.20371 4.44623
C -1.76229 2.31994 3.71142
O -1.92384 1.70378 2.61533
H -2.54485 3.00279 4.07916
```

Output
HOMO-LUMO gap (hartree): 0.239
E_LUMO (eV): -1.28

Results of the Mulliken charge analysis, in e, for atoms 1 through 4: -0.70 -0.23 -0.27 0.48



[6]
Molecular formula: C2H2ClN
Method: DFT, ωB97M-V/def2-TZVPD

XYZ file:
```
6
C2H2ClN | the Open Molecules 2025 dataset | ωB97M-V/def2-TZVPD
C 0.68120 -0.09330 -0.62259
C 0.13563 0.03003 0.62917
N 0.60290 -1.19038 0.06600
Cl -2.38923 0.40447 -0.07330
H 0.94546 0.33224 -1.56150
H 0.02404 0.51693 1.56222
```

Output
HOMO-LUMO gap (spin up / spin down) (hartree): 0.301 / 0.301
E_LUMO (spin up / spin down) (eV): -1.13 / -1.13
Energy relative to the best compared isomer or geometry (same formula, charge and spin) (kcal per mole): 74.7

Results of the Mulliken charge analysis, in e, for atoms 1 through 4: 0.18 -0.06 -0.27 -0.53



[7]
Molecular formula: C6H12O
Method: DFT, ωB97M-V/def2-TZVPD

XYZ file:
```
19
C6H12O | the Open Molecules 2025 dataset | ωB97M-V/def2-TZVPD
C 1.24083 -1.16773 -0.26209
C 1.32141 0.13173 0.20961
C 2.44011 0.94878 0.76797
C -1.73387 0.39695 -1.47595
C -1.40790 -0.80661 0.74185
C -1.04223 0.44184 -0.05940
O 0.24842 0.88283 -0.19489
H 0.43546 -1.52716 -0.74639
H 2.00794 -1.91079 0.04716
H 3.37940 0.46337 0.54054
H 2.39562 1.98245 0.41955
H 2.30716 0.90614 1.83640
H -1.34366 -0.49111 -1.93282
H -2.76387 0.27810 -1.25545
H -1.45533 1.32378 -2.20164
H -0.89122 -0.58183 1.65131
H -1.15380 -1.80154 0.48444
H -2.45859 -0.78440 0.90791
H -1.52587 1.31519 0.52190
```

Output
HOMO-LUMO gap (hartree): 0.345
E_LUMO (eV): 1.01
Energy relative to the best compared isomer or geometry (same formula, charge and spin) (kcal per mole): 57.0

Results of the Mulliken charge analysis, in e, for atoms 1 through 4: -1.11 0.95 -1.15 -1.18



[8]
Molecular formula: C4H8NO2
Method: DFT, ωB97M-V/def2-TZVPD

XYZ file:
```
15
C4H8NO2 | the Open Molecules 2025 dataset | ωB97M-V/def2-TZVPD
C -0.06531 -0.47989 0.02261
C -1.45451 0.41914 -0.05825
C 1.58934 -0.62980 -0.14257
C 2.07146 1.70704 0.04172
N -2.50508 -0.65952 0.08473
O 2.01393 -1.84256 -0.18934
O 2.45345 0.29361 -0.02357
H -0.28696 -1.46971 0.33748
H 3.04248 2.28313 0.14171
H 1.37022 1.82998 0.92062
H 1.50779 1.98205 -0.78458
H -2.18273 -1.21746 0.91531
H -2.38415 -1.12320 -0.84212
H -3.45742 -0.27930 0.19895
H 2.93272 -1.90383 -0.26358
```

Output
HOMO-LUMO gap (spin up / spin down) (hartree): 0.315 / 0.315
E_LUMO (spin up / spin down) (eV): -4.53 / -4.53
Energy relative to the best compared isomer or geometry (same formula, charge and spin) (kcal per mole): 151.1
Total charge: +1

Results of the Mulliken charge analysis, in e, for atoms 1 through 4: -0.21 -0.63 0.71 -0.67



Number 1: largest force on an atom 4.02 eV/Å. Number 2: largest force on an atom 0.86 eV/Å. Number 3: largest force on an atom 3.53 eV/Å. Number 4: largest force on an atom 1.87 eV/Å. Number 5: largest force on an atom 2.48 eV/Å. Number 6: largest force on an atom 2.79 eV/Å. Number 7: largest force on an atom 6.38 eV/Å. Number 8: largest force on an atom 6.45 eV/Å.